DFT (ωB97M-V/def2-TZVPD) results for C3H4O3Tb as an isolated structure at a distorted geometry.

* 2S+1: 8
* net charge: +2
* lowest unoccupied orbital energy (spin up / spin down): -0.344 / -0.371 Eh
* ΔE to the lowest compared entry with this formula, charge and spin: 0.0 kJ/mol
* E_tot: -31731.660 eV

Cartesian coordinates (Å):
O  -1.331  -0.175  -1.755
C  -0.326  -0.185  -1.125
C  1.011  0.408  -1.355
H  1.775  -0.335  -1.110
H  1.106  1.416  -0.932
H  0.946  0.485  -2.485
Tb  -2.859  -0.161  1.711
O  -0.544  -0.094  0.324
C  0.386  -0.319  1.255
O  -0.341  -0.405  2.342
H  0.177  -0.633  3.128

---

DFT (ωB97M-V/def2-TZVPD) results for C31H50GeN4O4PdSSi as an isolated structure at a distorted geometry.

* 2S+1: 2
* net charge: -1
* lowest unoccupied orbital energy (spin up / spin down): 0.091 / 0.074 Eh
* ΔE to the lowest compared entry with this formula, charge and spin: 120.3 kJ/mol
* E_tot: -125822.609 eV

Cartesian coordinates (Å):
Pd  -0.102  -1.172  -0.294
Ge  -0.534  -0.124  1.843
C  -0.278  -0.812  3.718
C  0.924  -0.522  4.372
C  1.216  -1.036  5.630
C  0.301  -1.859  6.275
C  -0.907  -2.148  5.653
C  -1.185  -1.632  4.393
C  -2.455  0.447  1.880
C  -2.767  1.805  1.767
C  -4.080  2.251  1.681
C  -5.126  1.338  1.718
C  -4.843  -0.018  1.827
C  -3.524  -0.452  1.892
H  0.110  1.267  2.122
H  1.644  0.128  3.882
H  2.157  -0.792  6.111
H  0.525  -2.268  7.253
H  -1.633  -2.780  6.150
H  -2.140  -1.868  3.932
H  -1.953  2.522  1.739
H  -4.288  3.311  1.578
H  -6.154  1.678  1.658
H  -5.654  -0.738  1.847
H  -3.330  -1.519  1.939
C  -0.019  -4.790  -0.300
N  0.578  -6.012  0.251
C  2.036  -5.840  0.265
N  2.455  -4.685  1.061
C  1.832  -3.489  0.483
N  0.357  -3.594  0.467
C  -0.087  -3.792  1.861
N  0.491  -5.000  2.458
C  0.123  -6.152  1.638
C  1.948  -4.860  2.426
H  -1.106  -4.888  -0.284
H  0.308  -4.672  -1.331
H  2.380  -5.705  -0.763
H  2.494  -6.742  0.677
H  2.189  -3.369  -0.538
H  2.107  -2.609  1.062
H  -1.176  -3.868  1.875
H  0.217  -2.935  2.451
H  -0.965  -6.256  1.639
H  0.566  -7.053  2.069
H  2.400  -5.757  2.859
H  2.233  -3.994  3.027
C  0.970  5.221  -1.146
C  0.509  4.143  -0.160
C  -0.613  4.712  0.702
C  1.669  3.683  0.723
O  -0.050  3.034  -0.860
Si  0.669  1.783  -1.682
O  1.113  0.530  -0.817
O  2.002  2.482  -2.385
C  2.780  2.082  -3.502
C  4.214  2.514  -3.209
C  2.247  2.813  -4.736
C  2.725  0.575  -3.726
O  -0.390  1.467  -2.928
C  -1.807  1.587  -3.039
C  -2.528  1.212  -1.746
C  -2.138  3.034  -3.411
C  -2.221  0.645  -4.162
H  1.388  6.075  -0.607
H  0.118  5.559  -1.742
H  1.719  4.808  -1.818
H  -0.276  5.623  1.204
H  -0.922  3.990  1.461
H  -1.479  4.952  0.079
H  2.008  4.499  1.366
H  2.499  3.339  0.099
H  1.346  2.842  1.340
H  4.249  3.590  -3.023
H  4.872  2.277  -4.049
H  4.575  1.999  -2.316
H  2.311  3.893  -4.585
H  1.198  2.546  -4.881
H  2.819  2.542  -5.628
H  2.980  0.053  -2.802
H  3.417  0.282  -4.519
H  1.711  0.283  -4.006
H  -2.158  1.824  -0.924
H  -2.357  0.166  -1.501
H  -3.604  1.371  -1.847
H  -1.767  3.695  -2.625
H  -3.217  3.169  -3.517
H  -1.651  3.301  -4.353
H  -1.935  -0.377  -3.906
H  -1.719  0.924  -5.091
H  -3.303  0.684  -4.315
S  0.847  -2.483  -3.204
C  -0.103  -1.889  -2.127

---

DFT (ωB97M-V/def2-TZVPD) results for one molecule with the formula C6H9N3O at a distorted geometry.

* net charge: 0
* lowest unoccupied orbital energy: -0.002 Eh
* ΔE to the lowest compared entry with this formula, charge and spin: 426.9 kJ/mol
* E_tot: -12881.520 eV

Cartesian coordinates (Å):
C  2.641  1.105  -0.064
C  2.202  -0.245  -0.063
C  -0.150  -0.436  1.891
C  0.479  0.439  -1.975
C  -0.451  0.178  0.555
C  0.443  -0.301  -0.572
N  2.850  2.238  0.018
N  2.549  -1.263  0.927
N  2.945  -1.430  -0.218
O  0.232  -1.639  -0.938
H  -0.657  0.095  2.687
H  0.971  -0.262  2.149
H  -0.309  -1.457  1.816
H  -0.521  0.208  -2.474
H  0.544  1.541  -1.756
H  1.327  -0.126  -2.471
H  -0.228  1.261  0.718
H  -1.548  -0.048  0.376
H  -0.391  -2.201  -0.347

---

DFT (ωB97M-V/def2-TZVPD) results for C19H30BaN5O5S5Sb as an isolated structure at a distorted geometry.

* net charge: -2
* lowest unoccupied orbital energy: 0.145 Eh
* ΔE to the lowest compared entry with this formula, charge and spin: 22.4 kJ/mol
* E_tot: -99290.590 eV

Cartesian coordinates (Å):
Ba  -2.205  0.775  2.317
O  1.541  0.199  2.404
C  2.005  1.517  2.829
C  1.514  2.609  1.883
N  0.040  2.804  1.868
C  -0.384  3.623  3.067
C  -0.512  2.730  4.358
O  -0.147  3.211  5.443
O  -0.947  1.538  4.260
C  -0.365  3.396  0.584
C  -1.958  3.544  0.418
O  -2.397  4.446  -0.333
O  -2.755  2.797  1.039
H  0.887  -0.090  3.086
H  3.098  1.472  2.744
H  1.707  1.722  3.866
H  1.852  2.343  0.872
H  2.045  3.543  2.167
H  -1.362  4.056  2.845
H  0.313  4.438  3.258
H  0.006  2.744  -0.218
H  0.062  4.408  0.436
S  -3.463  -4.239  3.086
C  -3.182  -2.592  2.968
S  -1.482  -2.097  2.961
S  -4.435  -1.448  2.849
N  -1.695  -3.778  0.328
C  -1.988  -3.009  -0.729
N  -1.827  -1.697  -0.787
C  -2.288  -1.309  -2.049
C  -2.806  -2.282  -2.885
S  -2.659  -3.831  -2.184
C  -2.440  0.151  -2.313
C  -3.626  0.681  -2.775
S  -3.553  2.368  -2.916
C  -1.808  2.247  -2.485
N  -1.369  1.034  -2.174
N  -1.069  3.388  -2.486
H  -1.556  -3.282  1.222
H  -2.083  -4.715  0.423
H  -3.238  -2.193  -3.860
H  -4.554  0.164  -2.960
H  -1.456  4.252  -2.111
H  -0.052  3.314  -2.510
C  4.235  -1.283  -0.622
C  3.284  -0.094  -0.708
Sb  1.104  -0.499  -0.668
C  0.952  -1.277  -2.769
C  2.225  -1.717  -3.463
C  1.318  -2.382  0.479
C  1.514  -3.633  -0.381
H  5.275  -0.941  -0.640
H  4.100  -1.982  -1.452
H  4.080  -1.846  0.299
H  3.390  0.490  -1.626
H  3.403  0.573  0.141
H  0.481  -0.403  -3.225
H  0.216  -2.057  -2.651
H  2.968  -0.919  -3.471
H  2.035  -1.985  -4.509
H  2.668  -2.590  -2.984
H  0.423  -2.378  1.093
H  2.171  -2.151  1.121
H  0.754  -3.755  -1.146
H  1.516  -4.537  0.245
H  2.484  -3.587  -0.868

---

DFT (ωB97M-V/def2-TZVPD) results for a 2-piece molecular cluster, H2N2O2 overall at a distorted geometry.

* net charge: 0
* lowest unoccupied orbital energy (spin up / spin down): 0.011 / -0.011 Eh
* ΔE to the lowest compared entry with this formula, charge and spin: 399.9 kJ/mol
* E_tot: -7101.435 eV

Cartesian coordinates (Å):
N  -2.163  0.277  -0.127
N  0.644  -0.500  -0.329
O  -1.363  -0.503  0.165
O  1.281  0.526  0.237
H  0.609  -1.186  0.414
H  0.991  1.386  -0.360

---

DFT (ωB97M-V/def2-TZVPD) results for an isolated ion of composition C5H9N3OP and charge +1 at a distorted geometry.

* net charge: +1
* lowest unoccupied orbital energy: -0.208 Eh
* E_tot: -21124.109 eV

Cartesian coordinates (Å):
N  -0.510  3.347  -0.025
P  0.458  2.049  -0.150
C  -0.531  0.462  -0.085
C  -0.263  -0.311  -1.462
C  -0.216  -1.876  -1.127
C  -0.553  -1.771  0.481
N  -0.380  -0.555  1.048
N  -0.285  -0.240  2.412
C  0.805  -0.946  2.781
O  1.770  -1.352  3.507
H  -0.382  3.855  -0.924
H  1.089  2.097  -1.441
H  1.474  2.096  0.875
H  -1.640  0.740  0.067
H  0.755  -0.031  -1.957
H  -1.007  -0.020  -2.292
H  0.919  -2.165  -1.136
H  -0.785  -2.667  -1.714
H  -0.718  -2.713  1.142